1.
The following is a quantum chemistry calculation of a structure of composition C28H34Cl3GeN6O11PSTi, from the OMol25 dataset.

XYZ file:
```
86
Properties=species:S:1:pos:R:3:forces:R:3:mulliken_spin:R:1
Ti 0.9755 1.2709 -0.1880 -0.68 0.66 0.26 0.01
O 0.5625 1.7083 -2.1093 0.05 -0.18 0.04 0.00
N -0.0730 2.7767 -2.5794 -0.07 0.04 0.04 0.00
C -0.2103 2.8649 -3.9212 0.01 -0.01 0.00 0.00
C -0.8274 3.9421 -4.4836 -0.01 0.02 0.00 0.00
C -1.3159 4.9506 -3.6370 0.01 -0.01 -0.02 0.00
C -1.1771 4.8332 -2.2824 0.01 -0.03 0.02 0.00
C -0.5424 3.7086 -1.7084 -0.02 -0.04 -0.08 0.00
S -0.3257 3.4438 -0.0548 0.20 -0.06 0.05 0.00
H 0.2043 2.0256 -4.4592 0.00 0.00 0.00 0.00
H -0.9262 3.9996 -5.5568 0.00 0.00 0.00 0.00
H -1.8022 5.8218 -4.0549 0.00 0.00 0.00 0.00
H -1.5398 5.5940 -1.6071 0.00 -0.01 0.01 0.00
N 5.2931 -0.1558 1.7529 0.00 -0.01 0.02 0.00
N 4.4072 -0.2884 0.6227 -0.02 0.09 0.00 0.00
H 4.8344 -0.5440 2.5745 -0.01 0.02 0.00 0.00
H 5.3523 0.8403 1.9456 0.03 0.00 -0.02 0.00
H 3.4557 -0.1187 0.9422 -0.04 -0.15 0.00 0.00
H 4.4414 -1.2599 0.3365 0.03 0.00 0.01 0.00
Cl 3.8627 5.8203 0.4338 -0.02 -0.01 0.01 0.00
Ge 2.6955 4.6051 2.1014 0.02 -0.05 0.05 0.00
Cl 2.9680 6.1173 3.7749 0.03 0.04 -0.01 0.00
Cl 4.5038 3.2586 2.6722 -0.03 0.03 -0.01 0.00
O 0.7462 -1.2463 -2.6496 0.19 -0.07 0.02 0.00
C 0.8065 -1.4042 -1.4505 -0.18 0.05 -0.02 0.00
O 1.3682 -0.5149 -0.6316 0.13 0.56 -0.10 0.00
C 0.2127 -2.5906 -0.7716 0.00 -0.04 -0.01 0.00
C 0.0277 -2.6106 0.6037 0.03 -0.04 0.04 -0.01
C -0.6190 -3.6791 1.2333 0.02 0.02 -0.01 0.02
C -1.0337 -4.7080 0.4267 0.06 -0.05 -0.02 0.00
O -1.6968 -5.8458 0.7862 -0.03 0.02 -0.01 0.00
C -1.8338 -6.6201 -0.4033 0.00 -0.01 0.01 0.00
O -1.3705 -5.8336 -1.4990 -0.05 0.02 -0.01 0.00
C -0.8329 -4.6979 -0.9461 0.13 -0.07 0.03 0.00
C -0.2217 -3.6548 -1.5815 -0.01 0.01 0.00 0.00
H 0.3931 -1.7887 1.2040 -0.02 -0.07 -0.04 0.00
H -0.7924 -3.6807 2.3002 -0.01 0.00 0.01 0.00
H -2.8849 -6.8671 -0.5528 0.00 0.00 0.00 0.00
H -1.2226 -7.5230 -0.3190 0.01 0.01 0.00 0.00
H -0.0867 -3.6203 -2.6532 0.01 0.00 0.00 0.00
C 5.3367 2.6727 -0.6650 0.00 0.04 0.01 0.00
P 3.7605 2.3908 -1.4295 -0.01 -0.03 -0.09 0.00
C 3.3455 3.8206 -2.4217 -0.04 0.00 -0.01 0.00
C 3.8866 0.9779 -2.5250 -0.01 0.01 0.01 0.00
O 2.6470 2.1683 -0.3910 0.13 -0.33 0.12 -0.01
H 6.0564 2.9343 -1.4438 0.00 -0.01 0.00 0.00
H 5.6382 1.7579 -0.1577 0.00 -0.01 0.00 0.00
H 5.2460 3.4922 0.0492 0.01 -0.01 -0.01 0.00
H 4.1793 4.0636 -3.0816 -0.01 0.00 -0.01 0.00
H 3.1659 4.6596 -1.7457 0.00 -0.01 -0.01 0.00
H 2.4580 3.6090 -3.0183 0.00 -0.01 0.01 0.00
H 4.4184 1.2646 -3.4336 0.04 -0.02 0.02 0.00
H 2.8847 0.6274 -2.7803 0.00 0.01 -0.02 0.00
H 4.4247 0.1892 -2.0010 -0.03 -0.01 0.02 0.00
O 1.9231 -0.3831 2.4207 -0.03 0.00 0.06 0.08
C 0.9244 0.3177 2.4282 0.25 0.17 0.11 0.07
O 0.8928 1.4453 1.6308 0.00 -0.51 -0.31 0.00
C -0.2926 0.0435 3.1497 -0.09 -0.03 0.00 0.13
C -1.4109 0.9047 3.1122 0.02 0.02 -0.03 0.02
C -2.6234 0.5042 3.6030 -0.03 -0.05 -0.03 0.10
C -2.7732 -0.8058 4.1261 -0.03 0.04 0.00 0.03
C -1.6334 -1.6315 4.2803 0.01 0.01 0.02 0.10
C -0.4251 -1.2037 3.8056 0.02 0.00 -0.04 -0.02
N -4.0355 -1.3004 4.4102 0.03 -0.11 -0.19 0.11
O -4.1483 -2.4707 4.8569 0.00 0.04 0.04 0.18
O -5.0407 -0.5877 4.1412 -0.03 0.04 0.02 0.17
H -1.3050 1.8888 2.6732 0.00 -0.01 -0.01 0.01
H -3.4904 1.1468 3.5641 0.00 0.01 0.02 0.01
H -1.7563 -2.5984 4.7454 0.00 0.00 0.01 0.02
H 0.4513 -1.8360 3.8840 0.00 0.00 0.00 0.00
N -1.0955 0.4279 -0.1063 0.08 0.00 -0.21 0.01
C -2.1182 -0.0927 -0.2344 0.00 -0.02 0.13 0.00
N -3.2828 -0.6595 -0.4002 0.04 0.04 -0.06 -0.01
C -4.1642 -0.9746 0.7373 -0.01 0.02 0.02 -0.03
C -4.2954 -2.4788 0.8626 0.03 -0.01 0.04 -0.01
O -4.7167 -3.0518 -0.3724 -0.03 0.00 0.01 0.00
C -3.7581 -2.8295 -1.3861 -0.02 0.01 0.02 0.00
C -3.5899 -1.3441 -1.6602 0.04 -0.05 -0.01 0.00
H -5.1378 -0.5182 0.5515 -0.02 -0.01 -0.03 0.00
H -3.7460 -0.5386 1.6384 0.01 0.02 0.12 0.02
H -5.0459 -2.7279 1.6087 0.00 0.01 0.05 0.00
H -3.3324 -2.9123 1.1647 -0.05 0.02 0.00 0.01
H -4.1118 -3.3421 -2.2810 0.01 0.00 -0.01 0.00
H -2.7913 -3.2530 -1.0913 -0.06 0.06 -0.01 0.00
H -4.5166 -0.9267 -2.0617 0.00 0.02 0.01 0.00
H -2.7781 -1.1693 -2.3667 -0.01 0.01 -0.01 0.00
```
Forces are in eV/Å.

Calculated values
Spin multiplicity: 2
Net charge: -1
Electronic energy, a.u.: -7290.34131
ΔE to the lowest compared entry with this formula, charge and spin, kJ/mol: 29.1
HOMO (alpha / beta), eV: -3.2 / -5.4
Frontier orbital gap (alpha / beta), eV: 4.34 / 6.53
Strongest force on any atom, eV/A: 1.0

***

2.
The following is a quantum chemistry calculation of a structure of composition C28H34Cl4FGdN4O2S at a distorted geometry, from the OMol25 dataset.

XYZ file:
```
75
Properties=species:S:1:pos:R:3:forces:R:3:mulliken_spin:R:1
Gd 0.4516 -0.4243 0.1653 2.24 0.81 -0.61 7.43
C -2.9005 1.5192 2.7194 0.05 -0.06 -0.02 0.00
C -1.6143 0.8195 3.0678 -0.14 0.02 0.14 0.00
C -1.5137 -0.5649 2.9265 0.06 0.02 0.21 0.00
C -0.3373 -1.2296 3.2580 -0.11 0.11 0.23 0.00
C 0.7478 -0.5117 3.7530 -0.01 -0.11 0.13 -0.01
C 0.6429 0.8582 3.9283 -0.03 0.08 0.04 0.00
C -0.5311 1.5166 3.5894 0.04 -0.08 -0.03 0.00
H -3.7199 1.1427 3.3348 -0.01 0.05 0.00 0.00
H -3.1679 1.3357 1.6781 -0.02 0.02 -0.07 0.00
H -2.8180 2.5957 2.8746 -0.01 0.00 0.01 0.00
H -2.3895 -1.1301 2.6288 0.07 -0.01 -0.19 0.00
H -0.2934 -2.3093 3.2004 0.02 0.00 -0.16 0.00
H 1.6482 -1.0322 4.0516 0.04 0.02 -0.11 0.00
H 1.4755 1.4189 4.3338 0.01 -0.01 -0.03 0.00
H -0.6019 2.5892 3.7230 0.00 0.02 -0.02 0.00
C 1.7181 -2.9398 -1.8701 -0.05 0.07 0.03 0.01
N 0.5767 -2.0867 -2.2227 0.04 -0.04 -0.03 -0.02
C -0.5758 -2.9562 -2.4746 -0.11 0.00 0.05 0.01
C 0.8505 -1.3478 -3.4526 0.10 0.14 0.00 0.00
C 1.9058 -0.2764 -3.2766 -0.11 -0.19 0.07 0.01
N 1.5589 0.7144 -2.2542 0.06 0.09 0.04 -0.03
C 2.7355 1.5698 -2.0572 0.01 -0.01 0.05 0.01
C 0.4410 1.5427 -2.7260 0.01 -0.02 0.00 0.01
H 1.9875 -3.6006 -2.7066 0.01 0.00 0.00 0.00
H 1.4444 -3.5552 -1.0142 0.02 0.01 0.02 0.00
H 2.5828 -2.3399 -1.5898 0.02 -0.05 -0.01 -0.01
H -0.3846 -3.6279 -3.3238 0.04 0.02 -0.01 0.00
H -1.4578 -2.3561 -2.7012 0.01 0.02 0.01 0.00
H -0.7825 -3.5577 -1.5943 0.01 -0.01 0.01 0.00
H -0.0842 -0.9022 -3.7967 -0.02 0.00 0.01 0.00
H 1.1885 -2.0345 -4.2444 -0.03 -0.01 -0.02 0.00
H 2.0565 0.2220 -4.2460 0.07 0.01 0.00 0.00
H 2.8539 -0.7369 -2.9948 0.01 0.04 -0.01 0.00
H 2.9804 2.1203 -2.9766 0.01 -0.02 -0.01 0.00
H 3.5918 0.9557 -1.7792 -0.02 -0.01 -0.02 0.00
H 2.5439 2.2812 -1.2583 0.00 0.05 -0.05 0.00
H 0.6246 1.9063 -3.7477 0.03 0.00 0.01 0.00
H 0.3274 2.4007 -2.0675 -0.01 -0.02 0.03 0.00
H -0.4898 0.9786 -2.7071 -0.02 0.02 -0.02 0.00
Cl -5.4704 -3.9740 -0.1417 0.01 0.01 0.00 0.00
C -4.3331 -2.6792 -0.2235 -0.03 0.04 -0.04 0.00
C -4.7435 -1.4037 -0.5737 0.00 -0.10 0.04 0.00
Cl -6.4060 -1.0836 -0.9096 0.04 0.03 -0.02 0.00
C -3.7940 -0.3797 -0.6431 -0.10 0.07 -0.09 0.00
Cl -4.2827 1.2179 -1.1225 0.07 0.01 0.03 0.00
C -2.4489 -0.5836 -0.3586 -0.15 -0.23 0.02 -0.02
O -1.5413 0.3812 -0.4349 -1.00 0.12 -0.22 -0.10
C -2.0288 -1.8940 0.0393 -0.96 -0.04 -0.11 -0.01
O -0.7701 -2.1083 0.3612 -0.60 -0.74 0.17 -0.08
C -2.9857 -2.9090 0.0677 0.22 -0.01 0.14 -0.01
Cl -2.4382 -4.4925 0.5056 -0.02 0.03 0.03 0.00
F 6.3197 -2.8479 1.7789 0.15 -0.05 0.05 0.00
C 5.1244 -2.2777 1.5297 -0.17 0.09 -0.03 0.01
C 3.9763 -3.0246 1.6979 0.05 -0.05 0.04 -0.01
C 2.7573 -2.4271 1.4104 -0.29 0.12 -0.04 0.04
C 2.6337 -1.1045 0.9542 0.67 -0.37 0.30 -0.26
C 3.8378 -0.3972 0.8456 -0.27 0.18 -0.06 0.05
C 5.0776 -0.9605 1.1238 0.10 -0.01 -0.01 -0.01
H 4.0399 -4.0467 2.0483 0.04 -0.01 -0.01 0.00
H 1.8627 -3.0293 1.5601 0.00 -0.03 -0.05 -0.01
H 3.8243 0.6481 0.5471 0.02 -0.01 -0.04 0.00
H 5.9932 -0.3917 1.0252 0.02 -0.02 0.02 0.00
S 0.9077 2.4852 0.7694 0.19 -0.01 0.09 -0.01
C -0.4434 3.4376 0.4565 0.00 0.08 0.13 0.00
N -0.5729 4.7003 0.9214 -0.14 0.06 -0.01 0.00
C -1.7526 5.3597 0.3730 -0.02 0.02 -0.08 0.00
C -2.5248 4.1684 -0.2247 -0.08 -0.06 0.04 0.00
N -1.5183 3.1130 -0.2473 -0.19 -0.03 -0.16 0.00
H 0.2204 5.1971 1.2834 0.07 -0.05 0.02 0.00
H -1.4824 6.0911 -0.3928 0.04 -0.03 0.00 0.00
H -2.3193 5.8700 1.1501 0.01 -0.01 0.00 0.00
H -2.8952 4.3678 -1.2289 -0.02 0.03 0.02 0.00
H -3.3721 3.8764 0.4005 0.04 -0.02 0.00 0.00
H -1.7230 2.1336 -0.4989 0.06 0.03 0.16 0.01
```
Forces are in eV/Å.

Calculated values
Spin multiplicity: 8
Net charge: 0
Electronic energy, a.u.: -4561.42655
ΔE to the lowest compared entry with this formula, charge and spin, kJ/mol: 0.0
HOMO (alpha / beta), eV: -7.5 / -7.5
Frontier orbital gap (alpha / beta), eV: 7.07 / 7.68
Strongest force on any atom, eV/A: 2.5